# C15H31GeN2O4Tc

A molecular structure, C15H31GeN2O4Tc (ωB97M-V with the def2-TZVPD basis set, the Open Molecules 2025 dataset).

```
! RIJCOSX wB97M-V def2-TZVPD def2/J DEFGRID3
* xyz 3 2
Tc 0.3009 0.4217 -0.0046
C 2.4008 2.1641 -1.2171
C 3.1752 0.8790 -1.1244
O 2.1802 -0.1691 -0.9761
C 2.7402 -1.4530 -0.6193
C 1.5657 -2.2934 -0.2009
O 0.7245 -1.4973 0.6778
C 0.9133 -1.5946 2.1302
C 1.7808 -0.4611 2.6257
O 1.2676 0.7449 2.0198
C 2.1267 1.9017 2.1426
C 1.6521 2.8847 1.0978
O 1.4090 2.1642 -0.1483
H 1.8336 2.2245 -2.1446
H 3.0415 3.0403 -1.1321
H 3.8425 0.8526 -0.2598
H 3.7552 0.7056 -2.0319
H 3.4569 -1.3140 0.1932
H 3.2567 -1.8863 -1.4765
H 1.8687 -3.2076 0.3064
H 0.9372 -2.5421 -1.0535
H 1.3463 -2.5639 2.3736
H -0.0881 -1.5369 2.5534
H 2.8311 -0.5818 2.3487
H 1.7117 -0.3939 3.7134
H 3.1593 1.5905 1.9677
H 2.0504 2.3238 3.1457
H 2.3783 3.6772 0.9244
H 0.6976 3.3339 1.3642
N -1.8185 2.3649 1.1254
C -2.6647 3.3592 0.8200
C -2.6813 3.4819 -0.5565
C -1.8266 2.4929 -1.0203
N -1.2951 1.7994 0.0048
H -1.6388 1.9753 2.0380
H -3.1951 3.8984 1.5898
H -3.2401 4.1925 -1.1412
H -1.5570 2.2684 -2.0389
C -1.9058 -3.3510 -2.3750
Ge -2.2642 -1.7859 -0.8610
C -4.0510 -1.2793 -1.4070
C -2.1585 -2.7903 0.8002
C -0.8914 -0.4440 -1.4209
H -2.7287 -3.9914 -2.0750
H -0.9100 -3.7030 -2.1326
H -2.0205 -2.8180 -3.3105
H -4.7026 -2.1519 -1.4065
H -4.0484 -0.8203 -2.3942
H -4.4560 -0.5628 -0.6875
H -3.0526 -3.4067 0.8856
H -2.1544 -2.0992 1.6465
H -1.2802 -3.4305 0.8561
H -1.5477 0.2501 -1.9502
H -0.2266 -0.8628 -2.1845
*
```

## Properties
⟨S²⟩: 0.82
Highest occupied orbital energy (alpha / beta), hartree: -0.640 / -0.629
E_LUMO (alpha / beta), eV: -12.07 / -12.18
Molar mass, g/mol: 474.033
HOMO-LUMO gap (alpha / beta), hartree: 0.1960 / 0.1812

Here are the Mulliken charges for atoms 1 to 2, given in e: number 1, Tc, carries 0.6295; number 2, C, carries -0.5787